Entry w
DFT (the ωB97M-V functional and the def2-TZVPD basis) results for C10H32O6 as an isolated structure.

Summary:
spin multiplicity	1
lowest unoccupied orbital energy	0.2	eV
HOMO	-8.17	eV
Kohn-Sham gap	8.38	eV

Last column: Mulliken charge in e.
Geometry (Å):
C1 1.677 -4.305 -1.335  -1.2667
C2 1.546 -3.014 -2.186  0.3008
C3 1.599 -1.648 -1.484  -0.4680
O1 2.755 -2.937 -2.972  -0.5814
H1 0.714 -4.433 -0.840  0.3240
H2 2.429 -4.271 -0.546  0.2621
H3 1.728 -5.180 -1.984  0.3915
H4 0.622 -3.013 -2.763  0.3672
H5 2.572 -1.530 -1.005  0.3425
H6 0.824 -1.484 -0.735  1.0959
H7 1.479 -0.943 -2.306  0.1335
H8 3.501 -2.679 -2.425  0.3547
C4 -2.922 -0.502 0.456  -1.4757
C5 -2.658 0.712 1.381  0.6811
C6 -1.437 0.431 2.202  -1.5034
O2 -2.402 1.863 0.563  -0.6064
H9 -3.793 -0.385 -0.188  0.4276
H10 -3.196 -1.418 0.979  0.3373
H11 -2.071 -0.578 -0.220  0.3646
H12 -3.545 0.945 1.970  0.4856
H13 -1.226 1.257 2.881  0.3390
H14 -0.536 0.347 1.593  0.4448
H15 -1.485 -0.463 2.823  0.4741
H16 -2.031 2.595 1.062  0.2200
C7 -0.861 -2.176 0.036  -0.9154
O3 -0.154 -1.153 0.672  -0.3557
H17 -0.409 -3.153 0.207  0.1505
H18 -1.876 -2.284 0.420  0.1399
H19 -0.883 -1.953 -1.030  0.6783
H20 0.227 -1.519 1.474  0.3421
C8 2.206 3.285 -0.078  -0.4437
O4 2.199 2.143 0.765  -0.5585
H21 2.844 3.149 -0.951  0.2979
H22 1.225 3.349 -0.549  0.2161
H23 2.579 4.227 0.323  0.2848
H24 2.546 1.444 0.206  0.2869
C9 -0.919 3.291 0.867  0.7030
O5 -0.749 3.998 2.107  -0.5943
H25 -1.886 3.542 0.431  0.3855
H26 -0.181 3.585 0.121  0.3419
H27 -0.743 2.219 0.945  -0.1720
H28 0.183 3.879 2.302  0.3437
C10 0.057 1.156 -0.602  -2.1509
O6 0.429 -0.172 -1.089  -0.3727
H29 0.848 1.620 -0.013  0.5309
H30 -0.337 1.909 -1.284  0.3644
H31 -0.712 1.004 0.155  0.1714
H32 0.222 -0.756 -0.356  -1.1189

Entry x
DFT (the ωB97M-V functional and the def2-TZVPD basis) results for a 6-piece molecular cluster, C10H32O6 overall.

Summary:
spin multiplicity	1
structure (SMILES)	CCO.CCO.CCO.CCO.CCO.O
lowest unoccupied orbital energy	0.3	eV
HOMO	-9.91	eV
Kohn-Sham gap	10.23	eV

Last column: Mulliken charge in e.
Geometry (Å):
C1 -6.359 -3.134 0.450  -1.0531
C2 -6.071 -1.717 -0.095  -0.2035
O1 -4.636 -1.747 -0.170  -0.4978
H1 -6.172 -3.278 1.514  0.2902
H2 -5.992 -3.968 -0.147  0.3003
H3 -7.433 -3.254 0.305  0.3373
H4 -6.173 -0.997 0.717  0.2370
H5 -6.609 -1.476 -1.012  0.3144
H6 -4.418 -0.922 -0.610  0.2753
C3 0.859 7.780 -0.234  -0.8939
C4 2.117 6.806 -0.040  -0.3229
O2 2.083 5.706 -0.892  -0.4924
H7 -0.021 7.205 0.056  0.2444
H8 0.820 8.240 -1.222  0.2927
H9 0.918 8.584 0.499  0.3225
H10 1.989 6.350 0.942  0.2387
H11 3.028 7.402 -0.099  0.3136
H12 2.561 5.971 -1.681  0.2976
C5 -2.372 4.920 -4.724  -1.0402
C6 -2.259 3.391 -4.581  -0.2694
O3 -1.901 2.944 -3.315  -0.4970
H13 -3.012 5.204 -5.560  0.3308
H14 -1.427 5.462 -4.767  0.3119
H15 -2.922 5.386 -3.906  0.3145
H16 -1.560 3.006 -5.324  0.2433
H17 -3.174 2.886 -4.890  0.3089
H18 -1.100 3.432 -3.110  0.2967
C7 3.328 -5.703 7.024  -0.9722
C8 3.648 -4.561 5.944  -0.2396
O4 2.460 -4.317 5.212  -0.5296
H19 2.828 -6.554 6.562  0.2857
H20 2.482 -5.427 7.652  0.2914
H21 4.277 -5.935 7.506  0.3049
H22 4.342 -4.922 5.185  0.2311
H23 4.156 -3.660 6.286  0.3307
H24 2.363 -3.401 4.943  0.2975
C9 2.385 -3.919 -2.825  -0.8672
C10 3.675 -4.247 -2.045  -0.2112
O5 4.078 -3.172 -1.210  -0.5385
H25 1.631 -3.706 -2.067  0.2434
H26 1.957 -4.773 -3.350  0.3177
H27 2.476 -2.996 -3.398  0.2615
H28 4.518 -4.271 -2.736  0.2096
H29 3.630 -5.134 -1.413  0.2925
H30 3.640 -3.044 -0.366  0.2925
O6 0.605 -0.238 2.013  -0.6384
H31 0.838 0.500 1.450  0.3190
H32 -0.079 -0.702 1.530  0.3194

Stability, lowest: entry w

Entry w
DFT (the ωB97M-V functional and the def2-TZVPD basis) results for a 2-piece molecular cluster, C4H12N4O2 overall.

Summary:
spin multiplicity	1
structure (SMILES)	C[C@@H](N)/N=[N+](\[O-])O.[H]/N=C/C
lowest unoccupied orbital energy	0.7	eV
HOMO	-9.59	eV
Kohn-Sham gap	10.30	eV

Last column: Mulliken charge in e.
Geometry (Å):
C1 2.597 0.116 -1.241  -1.0604
C2 2.176 0.205 0.292  0.0830
N1 1.856 1.500 0.763  -0.5842
N2 1.081 -0.795 0.416  -0.6771
N3 1.321 -1.975 0.244  1.1753
O1 2.423 -2.439 0.158  -0.6812
O2 0.218 -2.779 0.232  -0.5115
H1 3.575 0.663 -1.416  0.2828
H2 2.834 -0.992 -1.519  0.3405
H3 1.787 0.629 -1.819  0.2930
H4 3.007 -0.214 1.030  0.3171
H5 1.680 1.417 1.788  0.2903
H6 1.072 1.907 0.311  0.2607
H7 -0.532 -2.214 0.405  0.5624
H8 -2.741 -2.284 0.753  0.2172
N4 -2.348 -1.519 0.285  -0.5883
C3 -3.001 -0.464 0.492  -0.0024
C4 -2.710 0.931 0.082  -0.9255
H9 -3.777 -0.428 1.115  0.4216
H10 -2.335 1.595 0.927  0.2311
H11 -1.800 0.776 -0.639  0.1647
H12 -3.494 1.372 -0.410  0.3912

Entry x
DFT (the ωB97M-V functional and the def2-TZVPD basis) results for C4H12N4O2 as an isolated structure.

Summary:
spin multiplicity	1
lowest unoccupied orbital energy (alpha / beta)	-0.9 / -0.9	eV
HOMO (alpha / beta)	-7.83 / -7.82	eV
Kohn-Sham gap (alpha / beta)	6.90 / 6.88	eV

Last column: Mulliken charge in e.
Geometry (Å):
C1 1.549 0.392 -1.289  -1.4015
C2 1.292 -1.169 0.668  -1.5138
C3 0.706 0.031 -0.066  1.1213
O1 0.432 2.279 0.285  -0.3154
N1 0.483 1.058 0.895  -0.2128
H1 0.287 2.892 1.022  0.3954
H2 1.521 -0.444 -1.988  0.3472
H3 2.585 0.563 -0.986  0.4297
H4 1.197 1.276 -1.814  0.3231
H5 2.322 -0.961 0.968  0.4053
H6 0.716 -1.424 1.555  0.2603
H7 1.267 -2.037 0.009  0.3504
C4 -0.880 -0.322 -0.508  0.7965
N2 -1.767 -0.271 2.097  -0.4621
N3 -1.313 0.522 -1.542  -0.6492
O2 -1.423 0.541 0.973  -0.3169
N4 -1.267 -1.560 -0.392  -0.9046
H8 -0.950 -0.200 2.706  0.2674
H9 -1.763 -1.218 1.694  0.3132
H10 -2.323 0.489 -1.617  0.2906
H11 -1.024 1.485 -1.409  0.2666
H12 -1.647 -1.924 -1.260  0.2093

Stability, lowest: entry x

Entry w
DFT (the ωB97M-V functional and the def2-TZVPD basis) results for one molecule with the formula C3H4BrN.

Summary:
spin multiplicity	1
structure (SMILES)	CC#CNBr
lowest unoccupied orbital energy	-0.1	eV
HOMO	-8.91	eV
Kohn-Sham gap	8.84	eV

Last column: Mulliken charge in e.
Geometry (Å):
C1 -1.769 -0.592 -0.028  -1.0700
C2 -0.439 0.086 0.056  -0.3119
C3 0.708 0.443 0.134  0.7175
N1 1.992 0.954 0.285  -0.4879
Br1 3.414 -0.259 -0.173  -0.0459
H1 -2.430 -0.290 0.750  0.3065
H2 -2.311 -0.488 -1.013  0.2623
H3 -1.456 -1.583 0.269  0.2579
H4 2.290 1.728 -0.281  0.3716

Entry x
DFT (the ωB97M-V functional and the def2-TZVPD basis) results for one molecule with the formula C3H4BrN.

Summary:
spin multiplicity	1
structure (SMILES)	CN=C=CBr
lowest unoccupied orbital energy	0.2	eV
HOMO	-8.50	eV
Kohn-Sham gap	8.66	eV

Last column: Mulliken charge in e.
Geometry (Å):
C1 -0.598 1.608 -0.670  -0.5214
N1 0.052 0.831 0.723  -0.3714
C2 0.513 -0.395 0.559  0.4771
C3 0.781 -1.754 0.691  -0.5505
Br1 -0.284 -2.956 1.514  -0.0699
H1 0.147 2.096 -1.314  0.2286
H2 -1.460 2.259 -0.683  0.2830
H3 -0.834 0.525 -1.042  0.2052
H4 1.683 -2.214 0.222  0.3191

Stability, lowest: entry x

Entry w
DFT (the ωB97M-V functional and the def2-TZVPD basis) results for an isolated ion of composition C6H11N2O and charge +1.

Summary:
total charge	+1
spin multiplicity	1
structure (SMILES)	C=C=CCN/C(C)=[NH+]\O
lowest unoccupied orbital energy	-3.1	eV
HOMO	-13.15	eV
Kohn-Sham gap	10.06	eV

Last column: Mulliken charge in e.
Geometry (Å):
C1 -3.157 0.706 -0.573  -1.0227
C2 -2.369 -0.286 -0.251  0.4381
C3 -1.508 -1.235 -0.111  -0.1639
C4 -0.308 -1.421 0.850  -0.8586
N1 0.936 -0.987 0.154  -0.1684
C5 1.423 0.225 -0.005  0.6839
C6 2.876 0.326 -0.482  -1.1525
N2 0.767 1.346 0.244  -0.0163
O1 -0.502 1.335 0.789  -0.3763
H1 -4.002 0.862 0.038  0.2769
H2 -3.025 1.278 -1.432  0.3794
H3 -1.711 -2.112 -0.789  0.2981
H4 -0.321 -0.826 1.725  0.4195
H5 0.028 -2.471 1.144  0.3865
H6 1.376 -1.826 -0.277  0.3226
H7 2.872 -0.213 -1.410  0.3517
H8 3.361 -0.240 0.305  0.3486
H9 3.085 1.415 -0.501  0.3029
H10 1.258 2.174 0.226  0.1894
H11 -1.079 1.950 0.356  0.3612

Entry x
DFT (the ωB97M-V functional and the def2-TZVPD basis) results for an isolated ion of composition C6H11N2O and charge +1.

Summary:
total charge	+1
spin multiplicity	1
structure (SMILES)	CC1=CNC=[NH+][C@@]1(C)O
lowest unoccupied orbital energy	-4.0	eV
HOMO	-13.28	eV
Kohn-Sham gap	9.27	eV

Last column: Mulliken charge in e.
Geometry (Å):
C1 0.511 1.574 1.461  -1.3661
C2 0.538 0.383 0.680  0.2684
C3 1.472 -0.642 0.679  -0.5659
N1 1.359 -1.825 -0.042  -0.0534
C4 0.271 -2.076 -0.738  -0.0818
N2 -0.697 -1.132 -0.856  -0.1499
C5 -0.794 0.193 -0.190  0.7597
C6 -0.787 1.159 -1.415  -1.1849
O1 -1.991 0.288 0.449  -0.5199
H1 0.357 2.344 0.747  0.3090
H2 1.494 1.667 2.019  0.3824
H3 -0.324 1.502 2.253  0.2883
H4 2.289 -0.742 1.335  0.4495
H5 1.984 -2.581 0.183  0.2917
H6 0.214 -2.969 -1.386  0.3704
H7 -1.471 -1.085 -1.534  0.3145
H8 -1.746 0.999 -2.007  0.3853
H9 0.137 0.734 -1.997  0.2920
H10 -0.733 2.104 -1.036  0.4300
H11 -2.083 0.108 1.393  0.3808

Stability, lowest: entry w

Entry w
DFT (the ωB97M-V functional and the def2-TZVPD basis) results for a 4-piece molecular cluster, C4H17NO4 overall.

Summary:
total charge	-1
spin multiplicity	2
lowest unoccupied orbital energy (alpha / beta)	2.8 / 2.8	eV
expectation value of S²	0.75
HOMO (alpha / beta)	0.76 / -7.39	eV
Kohn-Sham gap (alpha / beta)	2.08 / 10.21	eV

Last column: Mulliken charge in e.
Geometry (Å):
O1 -3.149 1.414 0.246  -1.4300
H1 -2.446 1.338 0.891  0.2350
H2 -3.899 1.737 0.746  0.7300
O2 -4.626 -0.032 -1.562  -0.8668
H3 -4.788 0.497 -2.344  0.3325
H4 -4.067 0.517 -1.013  0.4515
O3 -4.802 1.880 2.363  -1.2713
H5 -5.062 2.548 2.997  0.5336
H6 -5.228 1.079 2.669  0.4961
C1 4.177 -0.590 -1.424  -1.5052
C2 2.910 -0.048 -0.740  0.7279
C3 1.965 -1.189 -0.533  -0.9053
O4 0.773 -0.638 0.073  -0.0402
C4 -0.144 -1.427 0.756  -1.2269
N1 3.209 0.584 0.474  -0.8458
H7 4.820 -1.044 -0.671  0.3831
H8 4.792 0.175 -1.898  0.3564
H9 3.957 -1.306 -2.215  0.3493
H10 2.492 0.707 -1.405  0.2663
H11 2.361 -1.882 0.209  0.3727
H12 1.803 -1.693 -1.485  0.3478
H13 -1.126 -0.974 0.888  0.3830
H14 0.356 -1.698 1.686  0.3069
H15 -0.195 -2.305 0.112  0.2764
H16 2.323 0.851 0.880  0.2618
H17 3.595 1.501 0.300  0.2810

Entry x
DFT (the ωB97M-V functional and the def2-TZVPD basis) results for a 4-piece molecular cluster, C4H17NO4 overall.

Summary:
total charge	-1
spin multiplicity	2
lowest unoccupied orbital energy (alpha / beta)	2.7 / 2.6	eV
expectation value of S²	0.75
HOMO (alpha / beta)	0.78 / -7.37	eV
Kohn-Sham gap (alpha / beta)	1.92 / 10.01	eV

Last column: Mulliken charge in e.
Geometry (Å):
C1 0.195 -0.174 -0.272  -1.8551
C2 0.482 -0.368 -1.781  0.5733
C3 0.416 0.991 -2.537  -0.7733
O1 -1.007 1.408 -2.652  -0.2795
C4 -1.702 0.648 -3.547  -0.7875
N1 1.870 -0.845 -1.894  -0.7485
H1 0.733 0.721 0.043  0.3270
H2 0.473 -1.010 0.369  0.4226
H3 -0.869 0.027 -0.146  0.2493
H4 -0.181 -1.078 -2.275  0.3674
H5 0.949 0.862 -3.479  0.4125
H6 0.907 1.848 -2.077  0.2866
H7 -2.046 -0.304 -3.141  0.2596
H8 -1.080 0.404 -4.408  0.3263
H9 -2.632 1.150 -3.813  0.2791
H10 1.783 -1.847 -1.809  0.2890
H11 2.084 -0.685 -2.868  0.2455
O2 1.983 1.487 3.906  -0.8724
H12 2.220 0.863 4.593  0.3254
H13 1.056 1.320 3.739  0.4449
O3 -0.410 0.381 3.175  -1.1086
H14 -0.607 -0.446 3.613  0.7442
H15 -0.053 0.124 2.325  0.2259
O4 -1.208 -1.698 4.784  -1.6854
H16 -1.263 -2.444 5.381  0.9165
H17 -2.094 -1.335 4.771  0.4151

Stability, lowest: entry x

Entry w
DFT (the ωB97M-V functional and the def2-TZVPD basis) results for a 2-piece molecular cluster, C4H9BO2 overall.

Summary:
spin multiplicity	1
lowest unoccupied orbital energy	0.0	eV
HOMO	-8.49	eV
Kohn-Sham gap	8.50	eV

Last column: Mulliken charge in e.
Geometry (Å):
B1 -1.149 -0.412 0.858  0.7598
C1 1.911 1.571 -0.330  -0.8936
C2 1.263 0.650 0.432  -0.2341
C3 -0.140 -0.369 -1.599  -1.0331
C4 0.097 -0.177 -0.067  0.1675
O1 -2.245 -0.872 0.187  -0.5775
O2 -1.054 -0.200 2.187  -0.5245
H1 2.624 2.089 0.274  0.2393
H2 1.855 1.902 -1.320  0.3180
H3 1.493 0.713 1.472  0.3308
H4 0.581 -0.985 -2.131  0.2900
H5 -1.166 -0.704 -1.731  0.2615
H6 0.081 0.663 -1.910  0.2742
H7 0.654 -1.932 0.390  0.0805
H8 -2.994 -1.370 0.571  0.2761
H9 -1.810 -0.566 2.717  0.2650

Entry x
DFT (the ωB97M-V functional and the def2-TZVPD basis) results for one molecule with the formula C4H9BO2.

Summary:
spin multiplicity	1
structure (SMILES)	C[C@H]1C[C@@H]1B(O)O
lowest unoccupied orbital energy	0.3	eV
HOMO	-9.66	eV
Kohn-Sham gap	9.98	eV

Last column: Mulliken charge in e.
Geometry (Å):
C1 1.958 -0.105 0.470  -1.2151
C2 0.634 -0.326 -0.197  0.0099
C3 -0.385 -1.076 0.630  -0.7142
C4 -0.618 0.369 0.337  -0.2187
B1 -1.672 0.841 -0.684  0.5353
O1 -2.359 2.008 -0.566  -0.5635
O2 -1.884 0.032 -1.761  -0.5260
H1 2.468 -1.037 0.142  0.2856
H2 1.574 -0.002 1.487  0.2703
H3 2.528 0.721 0.094  0.3279
H4 0.617 -0.475 -1.256  0.4371
H5 -0.045 -1.529 1.540  0.3015
H6 -1.010 -1.779 0.032  0.2172
H7 -0.474 0.985 1.214  0.3150
H8 -2.897 2.364 -1.278  0.2759
H9 -2.629 0.413 -2.240  0.2618

Stability, lowest: entry w

Entry w
DFT (the ωB97M-V functional and the def2-TZVPD basis) results for an isolated ion of composition C6H10 and charge +1.

Summary:
total charge	+1
spin multiplicity	2
lowest unoccupied orbital energy (alpha / beta)	-5.0 / -8.1	eV
expectation value of S²	0.78
HOMO (alpha / beta)	-14.99 / -15.34	eV
Kohn-Sham gap (alpha / beta)	10.02 / 7.20	eV

Last column: Mulliken charge in e.
Geometry (Å):
C1 1.853 -1.303 0.708  -1.0599
C2 0.585 -0.449 0.883  0.9227
C3 0.059 -0.078 2.096  -0.7463
C4 -1.633 0.987 -2.123  -0.9755
C5 -0.875 0.928 -0.789  -0.1523
C6 0.023 -0.045 -0.491  -0.0902
H1 2.171 -1.028 -0.398  0.2969
H2 1.677 -2.382 0.767  0.3143
H3 2.727 -1.049 1.439  0.3788
H4 0.653 -0.209 2.981  0.3578
H5 -0.929 0.411 2.029  0.2548
H6 -2.615 0.360 -2.076  0.2992
H7 -1.869 2.058 -2.280  0.3351
H8 -0.911 0.744 -3.025  0.3344
H9 -1.333 1.608 0.134  0.2218
H10 0.359 -0.758 -1.275  0.3084

Entry x
DFT (the ωB97M-V functional and the def2-TZVPD basis) results for an isolated ion of composition C6H10 and charge +1.

Summary:
total charge	+1
spin multiplicity	2
lowest unoccupied orbital energy (alpha / beta)	-4.9 / -8.4	eV
expectation value of S²	0.76
HOMO (alpha / beta)	-14.49 / -14.30	eV
Kohn-Sham gap (alpha / beta)	9.60 / 5.89	eV

Last column: Mulliken charge in e.
Geometry (Å):
C1 -1.447 0.932 1.387  -1.3048
C2 -0.757 0.656 0.085  0.7041
C3 -0.193 1.693 -0.662  -0.6974
C4 -0.431 -0.777 -0.211  -0.2398
C5 1.067 -0.865 -0.022  -0.2102
C6 1.837 -1.713 -0.730  -0.7316
H1 -2.452 0.491 1.358  0.3794
H2 -0.991 0.547 2.304  0.3415
H3 -1.516 2.011 1.500  0.4175
H4 -0.439 2.707 -0.383  0.3451
H5 0.712 1.481 -1.217  0.3583
H6 -0.622 -1.319 -1.136  0.4160
H7 -0.881 -1.312 0.639  0.3093
H8 1.543 -0.280 0.759  0.3821
H9 1.318 -2.347 -1.440  0.2372
H10 2.879 -1.898 -0.529  0.2934

Stability, lowest: entry w